A cluster of 2 separate species, C3H10NS in total. Source: OMol25; level of theory: the ωB97M-V functional and the def2-TZVPD basis.

XYZ file:
```
15
Properties=species:S:1:pos:R:3:forces:R:3:mulliken_charge:R:1
S -1.629 -1.370 -1.289 0.35 -0.01 -0.32 -0.66
N 0.029 -1.064 1.422 -0.23 1.45 -0.64 -0.56
C 0.073 1.393 0.978 -0.39 -0.84 0.14 -0.84
C 0.714 0.207 1.715 0.66 0.01 -0.29 -0.28
C -0.536 -0.600 -2.576 -0.64 -0.90 0.08 -0.77
H -0.692 0.470 -2.490 0.30 0.22 -0.46 0.17
H -0.936 1.456 1.396 0.06 0.79 -0.21 0.27
H 1.787 0.270 1.442 -0.15 -0.59 0.06 0.22
H -0.043 1.213 -0.094 -0.01 -0.45 0.11 0.12
H -0.466 -0.920 0.501 0.19 -0.80 0.71 0.07
H 0.696 -1.797 1.275 0.26 -0.36 -0.13 0.23
H 0.679 0.340 2.802 0.05 0.46 0.01 0.23
H 0.700 2.282 1.020 -0.29 0.30 0.62 0.35
H -0.907 -1.013 -3.517 -0.01 0.57 -0.26 0.25
H 0.532 -0.867 -2.584 -0.15 0.17 0.56 0.21
```
Positions in Å, forces in eV/Å.

The total charge is -1. The calculation puts the relative energy (zero: lowest compared OMol25 entry of this formula, charge and spin) at 99.03 kJ/mol. Its frontier orbital gap is 6.5 eV. For the calculated total energy, the calculation gives -573.24440 hartree.